A structure of composition C25H41Cl3O2P2Pt. Source: the OMol25 dataset; level of theory: ωB97M-V/def2-TZVPD.

Energy relative to the best compared isomer or geometry (same formula, charge and spin) = 0.0 kcal/mol
2S+1 = 5
E_HOMO (spin up / spin down) = -0.421 / -0.516 Eh
Charge = +2
Largest force on an atom = 4.0 eV Å⁻¹
LUMO energy (spin up / spin down) = -5.1840 / -9.8518 eV

CARTESIAN COORDINATES (ANGSTROEM)
Pt1 -0.1127 -0.1835 -0.7676
Cl1 4.6756 3.4437 0.9583
Cl2 2.4049 4.8401 2.1769
Cl3 3.2231 2.2489 3.1693
P1 1.8586 -0.3721 -6.0304
P2 -0.3806 1.6803 -5.7654
O1 1.6040 3.4167 -0.1927
O2 1.9463 1.3374 0.6501
C1 -2.0514 -2.5632 -0.3780
C2 -2.2617 0.2498 -2.8483
C3 1.0860 -3.0851 -0.0739
C4 2.0799 2.5878 0.5990
C5 -0.2510 0.6241 3.2249
C6 0.3407 -1.9473 0.5338
C7 1.5078 1.0351 -2.8988
C8 -0.6102 1.8063 -1.5804
C9 -1.4196 -0.5557 1.2274
C10 0.3619 2.0790 -2.6946
C11 -0.0159 -1.0961 -2.7595
C12 -0.2857 -0.3116 2.0730
C13 1.2280 1.3117 -6.5706
C14 0.7738 -1.1532 1.6739
C15 -1.8063 1.0457 -1.6687
C16 2.0999 -1.2539 2.3194
C17 -0.5502 3.4583 -6.1576
C18 -1.0983 -1.6854 0.3513
C19 -1.1399 -0.5508 -3.5806
C20 3.0608 3.2720 1.7206
C21 -2.7875 -0.0139 1.4342
C22 1.2084 -0.3864 -2.5201
C23 -1.5425 0.9596 -6.9853
C24 3.4988 -0.1418 -6.8587
C25 1.2020 -1.3158 -7.4859
H1 1.9866 -1.4116 3.3987
H2 -1.4050 -0.1165 -7.1108
H3 -2.9665 -2.0079 -0.6092
H4 -1.4821 3.8233 -5.7040
H5 1.9058 1.1029 -3.9184
H6 -1.5905 -2.8970 -1.3137
H7 1.3875 -0.7239 -8.3925
H8 1.0739 1.3398 -7.6655
H9 -2.3319 -3.4494 0.2053
H10 -3.2986 -0.5136 2.2753
H11 0.6411 1.2722 3.2064
H12 1.9735 2.0789 -6.2903
H13 2.6749 -0.3279 2.1618
H14 -2.7922 0.8742 -3.5882
H15 4.0547 -1.0834 -6.7865
H16 4.0591 0.6604 -6.3644
H17 -3.0041 -0.4773 -2.4908
H18 -2.7395 1.0617 1.6539
H19 -0.5900 3.5756 -7.2462
H20 0.3060 4.0076 -5.7440
H21 0.1390 -1.5469 -7.3893
H22 -0.1772 2.2791 -3.6298
H23 -0.2270 0.0618 4.1701
H24 -2.5799 1.2998 -0.9353
H25 2.0819 -2.7447 -0.3802
H26 2.6636 -2.0906 1.8878
H27 0.8614 3.0067 -2.3963
H28 1.2146 -3.9269 0.6191
H29 3.3450 0.1116 -7.9149
H30 -1.6164 -1.3780 -4.1205
H31 -3.3962 -0.1613 0.5312
H32 0.5648 -3.4514 -0.9628
H33 -0.5726 2.5709 -0.7924
H34 -1.3804 1.4807 -7.9390
H35 -1.1331 1.2818 3.2506
H36 0.0578 -2.1862 -2.7340
H37 -0.6920 0.1083 -4.3494
H38 1.7730 -2.2514 -7.5535
H39 2.1006 -1.0017 -2.3679
H40 -2.5635 1.1567 -6.6298
H41 2.3173 1.3731 -2.2366

Mulliken atomic charge list, values in e, 2 entries: Pt 0.678; Cl -0.088